Entry 1:
Formula: AlAsF6
Source: the Open Molecules 2025 dataset
Level of theory: the ωB97M-V functional and the def2-TZVPD basis

Last column: Mulliken spin population.
Atoms and positions in Å:
Al1 30.78291 -30.91739 25.20789  -0.80
As1 30.74719 -30.99013 20.63509  -0.13
F1 30.15730 -29.33509 20.34539  0.37
F2 32.42464 -30.39219 20.52674  0.22
F3 31.42352 -32.60458 20.95817  0.59
F4 29.13066 -31.75636 20.74450  0.24
F5 30.75587 -31.24543 18.85262  0.68
F6 30.61359 -30.70933 22.46717  -0.17

Properties
- Net charge: +3
- Gap between HOMO and LUMO (alpha / beta): 7.705 / 5.972 eV
- Spin multiplicity: 2
- Expectation value of S²: 1.77

=====

Entry 2:
Formula: AlBH22O9
Source: the Open Molecules 2025 dataset
Level of theory: the ωB97M-V functional and the def2-TZVPD basis

Last column: Mulliken charge in e.
Atoms and positions in Å:
Al1 2.07274 -1.00108 0.24805  0.69
B1 0.17268 -0.05040 0.37121  -4.09
H1 -0.87283 0.16256 0.53189  1.63
H2 0.63048 -0.29662 1.31674  0.43
H3 0.32412 -0.87251 -0.31101  0.43
H4 0.64198 0.80412 -0.09118  1.14
O1 1.72692 -0.01841 -1.43492  -0.45
H5 1.07313 0.67985 -1.40010  1.03
H6 2.17098 0.11016 -2.27308  0.44
O2 -0.73609 1.33864 1.69701  -0.86
H7 -1.63909 1.06920 1.86501  0.44
H8 -0.42964 0.73967 1.01616  1.65
O3 0.07457 0.92819 -1.72941  -0.63
H9 0.01015 0.75696 -0.78986  -1.11
H10 -0.81351 1.17205 -1.99035  0.48
O4 -0.02308 -1.02146 -2.52986  -0.82
H11 -0.91526 -1.16912 -2.21608  0.44
H12 0.23303 -0.18545 -2.14034  0.40
O5 -1.36867 -1.47997 -1.16404  -0.62
H13 -2.27981 -1.43229 -0.87458  0.29
H14 -0.88621 -0.95490 -0.52549  1.01
O6 -1.99983 0.92338 -0.31105  -0.69
H15 -2.72434 0.75786 0.29220  0.49
H16 -1.23504 0.54526 0.12294  -1.66
O7 2.21519 0.96347 0.60520  -0.34
H17 2.47050 1.69018 0.03692  0.52
H18 1.36933 1.22758 0.96716  0.83
O8 0.34751 -2.11739 0.57396  -0.43
H19 -0.19415 -2.71293 0.05610  0.51
H20 -0.28067 -1.57652 1.05258  0.73
O9 0.44135 -0.01938 3.01028  -0.60
H21 0.39806 0.59720 2.27941  0.33
H22 0.02549 0.44208 3.73852  0.42

Properties
- Net charge: +2
- Gap between HOMO and LUMO: 3.878 eV
- Spin multiplicity: 1

=====

Entry 3:
Formula: AlF6P
Source: the Open Molecules 2025 dataset
Level of theory: the ωB97M-V functional and the def2-TZVPD basis

Last column: Mulliken spin population.
Atoms and positions in Å:
Al1 -2.39970 -0.15341 -2.18516  0.00
P1 0.35217 0.04794 0.34945  -0.06
F1 -0.75854 1.13051 0.00639  0.06
F2 0.62109 -0.03209 -1.22157  0.21
F3 1.50143 1.16726 0.48355  0.16
F4 1.41877 -1.17966 0.49718  0.37
F5 0.13953 0.07265 1.93934  0.20
F6 -0.87477 -1.05319 0.13084  0.05

Properties
- Net charge: +1
- Gap between HOMO and LUMO (alpha / beta): 11.333 / 4.448 eV
- Spin multiplicity: 2
- Expectation value of S²: 0.75

=====

Entry 4:
Formula: AlH4O2
Source: the Open Molecules 2025 dataset
Level of theory: the ωB97M-V functional and the def2-TZVPD basis

Last column: Mulliken charge in e.
Atoms and positions in Å:
Al1 0.15939 1.88447 1.03654  1.53
O1 2.74523 0.93402 -2.36604  -0.17
H1 3.13047 0.06359 -2.46686  0.45
H2 2.87391 1.35343 -3.21679  0.45
O2 -2.66832 -1.19731 2.21233  -0.18
H3 -3.51542 -0.88706 2.53232  0.46
H4 -2.72525 -2.15116 2.26852  0.45

Properties
- Net charge: +3
- Gap between HOMO and LUMO: 2.314 eV
- Spin multiplicity: 1

=====

Entry 5:
Formula: ArH16O8
Source: the Open Molecules 2025 dataset
Level of theory: the ωB97M-V functional and the def2-TZVPD basis

Last column: Mulliken charge in e.
Atoms and positions in Å:
Ar1 -15.76386 11.65196 7.26445  0.01
O1 -13.05674 10.46555 8.67810  -0.60
H1 -12.38574 10.99783 8.25070  0.30
H2 -13.64953 11.10209 9.07766  0.37
O2 -18.07623 9.31066 9.77958  -0.64
H3 -18.04048 10.23964 9.55166  0.33
H4 -18.13492 8.85908 8.93764  0.31
O3 -13.23231 13.60075 5.98290  -0.61
H5 -12.71049 12.95562 6.46012  0.30
H6 -12.95978 14.44433 6.34392  0.30
O4 -14.63428 12.03449 10.28305  -0.73
H7 -15.36501 12.62231 10.09141  0.38
H8 -15.04950 11.20964 10.53491  0.35
O5 -16.62454 13.84408 10.24264  -0.72
H9 -16.25526 14.62645 9.83307  0.33
H10 -16.56810 14.01589 11.18260  0.29
O6 -18.55116 12.21416 8.88805  -0.64
H11 -19.31012 12.76075 9.09166  0.30
H12 -17.80330 12.80804 8.95323  0.34
O7 -18.29003 13.04895 6.07678  -0.65
H13 -18.37481 12.68352 6.95741  0.39
H14 -17.77512 13.84690 6.19663  0.29
O8 -14.95031 10.13755 3.80226  -0.61
H15 -15.79594 9.69478 3.87376  0.31
H16 -14.37658 9.49356 3.38712  0.30

Properties
- Net charge: 0
- Gap between HOMO and LUMO: 10.475 eV
- Spin multiplicity: 1

=====

Entry 6:
Formula: ArH24O12
Source: the Open Molecules 2025 dataset
Level of theory: the ωB97M-V functional and the def2-TZVPD basis

Last column: Mulliken charge in e.
Atoms and positions in Å:
Ar1 -0.35141 0.01908 -0.33616  0.00
O1 1.51782 3.72000 0.12858  -0.70
H1 1.50547 3.08137 0.84148  0.38
H2 2.31747 3.52071 -0.35832  0.29
O2 -3.16973 -2.67521 -0.83138  -0.63
H3 -3.29238 -3.25700 -1.58152  0.31
H4 -3.43788 -1.81328 -1.14979  0.35
O3 -0.17155 -0.88787 2.71435  -0.55
H5 -1.05470 -0.88711 3.08350  0.27
H6 -0.20457 -1.53997 2.01442  0.26
O4 -0.24173 2.81981 -2.29625  -0.66
H7 0.19926 3.19453 -1.53378  0.35
H8 -1.11704 2.59499 -1.98078  0.35
O5 1.73557 1.49622 2.74178  -0.61
H9 0.80033 1.64617 2.87991  0.28
H10 1.78314 0.62640 2.34506  0.31
O6 -1.09853 -3.23771 1.47512  -0.66
H11 -1.59663 -3.28776 0.65926  0.35
H12 -1.38190 -4.00221 1.97659  0.26
O7 -3.91520 0.12394 -1.52191  -0.68
H13 -3.50245 0.85854 -1.06779  0.37
H14 -4.73196 -0.02445 -1.04534  0.35
O8 2.56506 -1.10777 1.04549  -0.59
H15 3.16393 -1.83473 1.21612  0.28
H16 1.96551 -1.44224 0.37848  0.28
O9 2.19444 0.95661 -2.52295  -0.65
H17 2.07409 0.37968 -3.27721  0.29
H18 1.37114 1.44042 -2.45710  0.34
O10 -2.41176 2.14785 -0.33088  -0.68
H19 -1.56195 1.88561 0.02308  0.26
H20 -2.41526 3.10271 -0.26403  0.31
O11 0.87094 -3.56050 -0.39128  -0.65
H21 0.27598 -3.59190 0.35790  0.42
H22 1.34182 -4.39324 -0.35886  0.32
O12 3.54408 1.59593 -0.04210  -0.65
H23 3.24919 0.79554 0.39224  0.34
H24 3.18155 1.53684 -0.92602  0.37

Properties
- Net charge: 0
- Gap between HOMO and LUMO: 10.436 eV
- Spin multiplicity: 1

=====

Entry 7:
Formula: ArH24O12
Source: the Open Molecules 2025 dataset
Level of theory: the ωB97M-V functional and the def2-TZVPD basis

Last column: Mulliken charge in e.
Atoms and positions in Å:
Ar1 -0.31564 0.38221 -0.23816  0.01
O1 2.73652 1.73993 -2.94322  -0.64
H1 3.63960 2.00778 -3.11331  0.27
H2 2.79387 1.18119 -2.16813  0.44
O2 -0.33712 3.26991 1.58878  -0.68
H3 0.40986 2.69992 1.77145  0.32
H4 -1.10290 2.74139 1.81346  0.39
O3 -0.44227 4.19534 -1.10613  -0.64
H5 -0.05387 3.45690 -1.57527  0.28
H6 -0.46165 3.91491 -0.19113  0.40
O4 -1.47217 -2.11208 1.14793  -0.59
H7 -1.65251 -3.04337 1.27607  0.24
H8 -0.52006 -2.04047 1.21567  0.38
O5 -1.80900 -0.28517 3.38919  -0.73
H9 -1.68283 -1.05496 2.83445  0.37
H10 -0.98012 -0.18884 3.85815  0.29
O6 -0.65011 -1.39950 -3.18865  -0.68
H11 0.17051 -0.97149 -3.43280  0.32
H12 -1.33287 -0.81899 -3.52492  0.29
O7 -2.63733 1.94156 1.99496  -0.66
H13 -2.43940 1.05149 2.28620  0.40
H14 -3.45076 1.85607 1.49771  0.30
O8 0.15271 -3.44813 -1.42132  -0.64
H15 -0.04571 -2.72013 -2.01028  0.40
H16 0.58054 -4.09807 -1.97878  0.29
O9 -3.35206 -1.27600 -0.90661  -0.62
H17 -2.45195 -1.10731 -0.62809  0.25
H18 -3.67790 -0.42335 -1.19476  0.32
O10 1.88238 1.23443 1.88503  -0.60
H19 1.72460 0.65034 2.62676  0.30
H20 2.18389 0.65633 1.18422  0.29
O11 3.23406 0.18565 -0.83630  -0.69
H21 3.03469 -0.74797 -0.76684  0.29
H22 4.16452 0.24905 -0.62077  0.30
O12 1.38298 -2.19010 0.61859  -0.63
H23 1.79766 -2.94718 1.03223  0.27
H24 0.97984 -2.54129 -0.17537  0.37

Properties
- Net charge: 0
- Gap between HOMO and LUMO: 9.576 eV
- Spin multiplicity: 1

=====

Entry 8:
Formula: ArH30O15
Source: the Open Molecules 2025 dataset
Level of theory: the ωB97M-V functional and the def2-TZVPD basis

Last column: Mulliken charge in e.
Atoms and positions in Å:
Ar1 -0.02201 -0.25494 -0.14326  -0.02
O1 2.83972 1.93162 1.91620  -0.62
H1 3.36196 1.34439 1.36972  0.32
H2 2.08985 1.40261 2.18840  0.36
O2 3.26680 -0.81781 -2.06946  -0.66
H3 2.73729 -0.02171 -2.11517  0.40
H4 2.63851 -1.51304 -1.87417  0.38
O3 -0.60748 -1.98509 -2.92680  -0.70
H5 -1.00331 -2.78725 -3.26752  0.32
H6 0.14867 -2.28591 -2.42283  0.36
O4 0.23942 3.55891 -0.92583  -0.63
H7 0.94877 3.00538 -1.25243  0.45
H8 0.45922 4.43784 -1.23470  0.28
O5 4.19125 -0.35013 0.80098  -0.64
H9 3.90122 -0.82269 0.02073  0.34
H10 5.11876 -0.57138 0.88463  0.28
O6 -1.50457 2.00960 3.00887  -0.73
H11 -1.20322 2.90849 3.14083  0.33
H12 -1.71276 1.96080 2.07586  0.39
O7 -4.08323 -0.26625 -0.57921  -0.68
H13 -3.45848 0.29772 -0.12329  0.41
H14 -4.88907 -0.19442 -0.06766  0.29
O8 -2.79528 2.00830 0.47535  -0.78
H15 -3.60248 2.50030 0.62568  0.26
H16 -2.49893 2.29186 -0.38952  0.44
O9 0.70031 0.38323 3.28952  -0.69
H17 0.29891 -0.47940 3.18465  0.34
H18 -0.02930 0.99822 3.21398  0.42
O10 2.21119 2.01320 -2.04986  -0.80
H19 2.10980 2.31003 -2.95421  0.31
H20 3.02522 2.42034 -1.75347  0.33
O11 -2.25774 2.87339 -2.15284  -0.67
H21 -2.41230 3.72402 -2.56366  0.28
H22 -1.34824 2.91154 -1.85688  0.39
O12 1.67775 -3.10796 -1.36993  -0.65
H23 1.64503 -3.50955 -0.50166  0.26
H24 2.50269 -3.41545 -1.74563  0.30
O13 -2.32059 -2.19265 -0.77396  -0.77
H25 -1.82158 -2.07699 -1.58256  0.38
H26 -2.90590 -1.43589 -0.74282  0.38
O14 -1.81049 -3.62019 1.51364  -0.66
H27 -1.75649 -4.54524 1.27366  0.31
H28 -1.81960 -3.15535 0.67694  0.41
O15 -0.27604 -2.36779 3.47873  -0.68
H29 0.54994 -2.80666 3.68214  0.31
H30 -0.52318 -2.70803 2.61885  0.34

Properties
- Net charge: 0
- Gap between HOMO and LUMO: 9.600 eV
- Spin multiplicity: 1